1.
Here is the molecule C3H6S in a non-equilibrium geometry from the Open Molecules 2025 dataset. Energies are from the ωB97M-V functional and the def2-TZVPD basis.

**HOMO energy**: -8.55 eV
**Energy relative to the best compared isomer or geometry (same formula, charge and spin)**: 16.7 kcal/mol
**Gap between HOMO and LUMO**: 8.7 eV
**Spin multiplicity**: 1
**E_tot**: -516.03922 Ha
**SMILES**: CCC=S

Geometry (Å):
C: 1.221 0.241 0.196
C: 0.992 1.609 -0.629
H: 1.938 2.024 -0.764
C: -0.162 -0.228 0.777
H: 1.969 0.213 1.004
S: -1.156 -0.962 -0.123
H: 1.676 -0.525 -0.497
H: 0.481 1.418 -1.514
H: 0.419 2.345 -0.093
H: -0.294 0.184 1.764



2.
Here is the molecule C12H14N2 in a non-equilibrium geometry from the Open Molecules 2025 dataset. Energies are from the ωB97M-V functional and the def2-TZVPD basis.

**HOMO energy**: -8.19 eV
**Energy relative to the best compared isomer or geometry (same formula, charge and spin)**: 46.4 kcal/mol
**Gap between HOMO and LUMO**: 8.8 eV
**Spin multiplicity**: 1
**E_tot**: -575.12714 Ha
**SMILES**: CCCc1c(N)ccc2cnccc12

Geometry (Å):
C: 1.658 -0.643 1.426
H: 2.804 0.457 -3.060
H: -1.458 0.918 3.250
H: -2.394 -0.126 -1.277
C: 0.185 -0.687 -2.052
C: -0.773 -0.008 0.193
H: 0.925 0.444 3.195
C: 0.596 0.573 -2.559
H: 0.078 1.425 -1.995
H: 2.237 2.027 -2.480
H: 2.602 -0.991 1.974
C: 1.416 -1.085 0.102
H: 2.446 0.583 -1.372
N: 2.605 -1.648 -0.364
C: -1.688 0.894 2.183
H: 0.169 0.680 -3.608
H: 0.641 -1.593 -2.395
C: -2.079 0.246 -0.350
C: -0.537 0.386 1.551
C: 0.246 -0.664 -0.535
C: -3.056 0.807 0.483
N: -2.873 1.050 1.784
H: 2.392 -2.279 -1.197
H: -0.841 -0.932 -2.394
C: 2.111 0.904 -2.425
H: 3.058 -2.328 0.244
H: -4.000 1.031 0.050
C: 0.790 0.088 2.171



Question: Among the records above, which one has the lowest HOMO energy?
Answer: C3H6S